# 1
# C10H21Cl5N3

A 3-piece molecular cluster, C10H21Cl5N3 overall (wB97M-V/def2-TZVPD, OMol25).

Structure (XYZ):
```
39
C10H21Cl5N3 (wB97M-V/def2-TZVPD)
C 4.179 3.311 1.581
C 3.340 4.012 0.514
Cl 3.674 3.334 -1.117
C 1.834 3.952 0.740
C 1.307 2.538 0.887
C 0.801 2.028 2.232
N -0.107 0.908 1.827
C -0.344 1.067 0.504
N -0.898 0.124 -0.249
N 0.066 2.264 0.091
H 4.608 4.048 2.258
H 5.005 2.764 1.138
H 3.593 2.617 2.183
H 3.624 5.059 0.467
H 1.553 4.576 1.590
H 1.364 4.391 -0.139
H 2.054 1.814 0.541
H 1.589 1.664 2.883
H 0.203 2.770 2.757
H 0.201 -0.023 2.084
H -0.836 -0.851 0.002
H -1.406 0.343 -1.094
H 0.078 2.455 -0.902
Cl -3.029 -1.078 -2.755
C -4.224 -1.205 -1.418
C -4.253 -2.604 -0.865
Cl -4.898 -3.795 -2.013
H -5.179 -0.861 -1.803
H -3.899 -0.534 -0.623
H -4.874 -2.632 0.029
H -3.231 -2.877 -0.621
Cl 0.898 -6.441 -0.367
C -0.237 -5.721 -1.531
C -0.231 -4.216 -1.460
Cl -0.917 -3.632 0.094
H -1.227 -6.122 -1.327
H 0.075 -6.030 -2.528
H -0.850 -3.803 -2.255
H 0.777 -3.819 -1.536
```

Results
E_HOMO = -13.05 eV
energy = -2858.670586 Ha
molecular weight = 360.56 Da
total charge = +1

Results of the Mulliken charge analysis, in e, for atoms 1 through 5:
1. C -1.100
2. C 0.226
3. Cl -0.175
4. C -0.977
5. C 0.244

***

# 2
# C2H7NP

An isolated ion of composition C2H7NP and charge +1 (wB97M-V/def2-TZVPD, OMol25).

Structure (XYZ):
```
11
C2H7NP (wB97M-V/def2-TZVPD)
P 1.364 -0.850 1.074
C 0.388 -0.107 -0.283
C -0.618 1.241 0.047
N -1.060 -0.123 -0.166
H 2.501 -0.323 0.360
H 1.145 -2.132 0.419
H 0.807 -0.053 -1.354
H -0.555 1.439 1.071
H -0.952 1.833 -0.717
H -1.556 -0.636 0.650
H -1.466 -0.289 -1.101
```

Results
relative energy (zero: lowest compared OMol25 entry of this formula, charge and spin) = 95.90 kJ/mol
E_HOMO = -14.61 eV
energy = -476.151598 Ha
molecular weight = 76.06 Da
total charge = +1
structure (SMILES) = P[C@@H]1C[NH2+]1

Results of the Mulliken charge analysis, in e, for atoms 1 through 5:
1. P -0.102
2. C -0.246
3. C -0.424
4. N -0.184
5. H 0.127

***

# 3
# C30H58N3O7

A 3-piece molecular cluster, C30H58N3O7 overall (wB97M-V/def2-TZVPD, OMol25).

Structure (XYZ):
```
98
C30H58N3O7 (wB97M-V/def2-TZVPD)
C 2.765 -0.467 -0.922
C 3.219 -1.818 -1.013
C 4.579 -2.314 -1.675
C 4.600 -2.270 -3.271
C 3.656 -3.344 -3.987
O 2.267 -3.295 -3.582
C 1.517 -2.319 -4.323
C -0.031 -2.486 -3.864
O -0.861 -1.467 -4.484
C -1.278 -0.464 -3.533
C -2.524 -1.013 -2.678
N 4.331 -0.930 -3.869
C 5.414 0.056 -3.604
C 4.747 1.550 -3.772
O 3.296 1.387 -3.577
C 6.122 -2.668 -3.705
O 7.133 -2.497 -2.950
O 6.335 -3.195 -4.968
H 1.764 -0.228 -1.440
H 3.321 0.328 -0.326
H 2.544 -2.627 -0.555
H 5.434 -1.675 -1.235
H 4.757 -3.398 -1.354
H 4.046 -4.382 -3.680
H 3.780 -3.263 -5.128
H 1.645 -2.369 -5.456
H 1.788 -1.235 -4.023
H -0.397 -3.552 -4.037
H -0.043 -2.254 -2.732
H -0.442 -0.073 -2.864
H -1.657 0.431 -4.154
H -2.165 -1.717 -1.859
H -3.107 -0.110 -2.266
H -3.195 -1.613 -3.394
H 4.316 -1.055 -4.898
H 6.260 -0.017 -4.389
H 5.914 -0.076 -2.590
H 4.862 1.927 -4.846
H 5.138 2.271 -2.981
H 2.862 1.369 -4.460
C -5.974 2.886 0.414
C -6.595 2.046 -0.739
C -8.141 2.163 -0.755
C -8.871 1.273 0.241
C -8.376 -0.163 0.139
C -6.849 -0.261 0.313
N -6.106 0.637 -0.628
O -6.172 0.077 -1.861
C -6.505 0.069 1.787
C -6.423 -1.742 0.165
C -6.102 2.775 -2.020
H -5.547 2.288 1.216
H -5.133 3.492 0.062
H -6.703 3.567 0.861
H -8.513 1.907 -1.754
H -8.439 3.204 -0.585
H -8.752 1.660 1.258
H -9.945 1.302 0.032
H -8.885 -0.774 0.892
H -8.673 -0.575 -0.833
H -5.421 0.053 1.948
H -6.946 -0.670 2.461
H -6.888 1.034 2.120
H -6.724 -2.174 -0.793
H -6.885 -2.360 0.940
H -5.338 -1.850 0.264
H -5.018 2.689 -2.137
H -6.347 3.840 -1.970
H -6.573 2.389 -2.928
C 5.454 1.058 5.369
C 4.671 0.922 4.032
C 3.958 2.246 3.658
C 2.634 2.496 4.367
C 1.731 1.274 4.259
C 2.418 0.000 4.784
N 3.743 -0.246 4.132
O 3.500 -0.690 2.873
C 2.568 0.125 6.320
C 1.451 -1.197 4.611
C 5.795 0.734 2.974
H 5.021 0.497 6.194
H 6.469 0.656 5.283
H 5.540 2.100 5.687
H 3.755 2.257 2.580
H 4.624 3.096 3.843
H 2.806 2.768 5.414
H 2.135 3.357 3.911
H 0.804 1.462 4.812
H 1.434 1.141 3.212
H 3.092 -0.744 6.734
H 1.587 0.174 6.802
H 3.094 1.026 6.637
H 1.133 -1.336 3.574
H 0.538 -1.047 5.195
H 1.913 -2.127 4.956
H 6.319 -0.217 3.113
H 6.535 1.536 3.058
H 5.415 0.766 1.950
```

Results
expectation value of S² = 2.009
spin multiplicity = 3
E_HOMO (spin up / spin down) = -4.07 / -4.07 eV
energy = -1868.488956 Ha
molecular weight = 572.81 Da
total charge = -1

Results of the Mulliken charge analysis, in e, for atoms 1 through 5:
1. C -0.485
2. C 0.046
3. C -0.794
4. C 1.053
5. C -1.146

***

# 4
# C5H11Br2

C5H11Br2 as an isolated structure (wB97M-V/def2-TZVPD, OMol25).

Structure (XYZ):
```
18
C5H11Br2 (wB97M-V/def2-TZVPD)
H 1.972 0.753 0.767
Br 0.520 1.668 0.501
C 1.560 -1.986 0.954
C 2.870 -1.225 1.067
C 2.915 0.152 0.395
C 4.190 0.873 0.833
C 2.721 0.105 -1.130
Br 4.315 -2.406 0.501
H 0.776 -1.475 1.521
H 1.237 -2.072 -0.081
H 1.726 -2.984 1.397
H 3.109 -1.065 2.115
H 4.357 1.773 0.235
H 4.091 1.167 1.875
H 5.084 0.250 0.756
H 3.073 1.058 -1.530
H 3.265 -0.714 -1.610
H 1.647 0.035 -1.315
```

Results
expectation value of S² = 0.755
spin multiplicity = 2
relative energy (zero: lowest compared OMol25 entry of this formula, charge and spin) = 10.81 kJ/mol
E_HOMO (spin up / spin down) = -9.90 / -10.32 eV
energy = -5345.087379 Ha
molecular weight = 230.95 Da

Results of the Mulliken charge analysis, in e, for atoms 1 through 5:
1. H -0.196
2. Br -0.212
3. C -1.292
4. C -0.107
5. C 1.033

***

# 5
# C24H80N6O16

C24H80N6O16 as an isolated structure (wB97M-V/def2-TZVPD, OMol25).

Structure (XYZ):
```
126
C24H80N6O16 (wB97M-V/def2-TZVPD)
O 9.956 15.285 -12.455
H 10.162 16.081 -12.944
H 10.807 14.883 -12.282
O 8.537 20.315 -12.506
H 9.233 20.654 -11.942
H 7.789 20.887 -12.333
O 9.455 20.651 -10.606
H 9.865 20.941 -9.791
H 9.423 19.697 -10.531
O 5.324 14.806 -13.332
H 6.089 14.451 -12.880
H 5.599 14.884 -14.245
O 6.641 21.414 -12.338
H 5.959 20.895 -11.911
H 6.220 21.763 -13.123
O 7.814 20.895 -14.715
H 8.066 20.580 -13.847
H 6.860 20.968 -14.676
C 6.298 19.662 -9.576
O 5.510 20.360 -10.086
N 6.126 19.477 -8.353
N 7.244 18.967 -10.146
H 5.387 20.011 -7.918
H 6.828 18.932 -7.874
H 7.336 19.003 -11.151
H 8.050 18.673 -9.612
C 4.977 20.545 -14.271
O 5.647 21.545 -14.600
N 4.228 20.535 -13.246
N 4.966 19.457 -15.060
H 4.128 21.401 -12.736
H 3.573 19.796 -13.035
H 5.231 19.585 -16.026
H 4.390 18.677 -14.779
C 9.643 17.805 -9.731
O 9.560 19.017 -9.650
N 9.467 17.079 -10.787
N 9.805 17.007 -8.783
H 9.335 16.095 -10.599
H 9.182 17.633 -11.582
H 9.749 15.999 -8.734
H 10.211 17.431 -7.961
C 3.585 15.743 -15.250
C 4.619 16.720 -15.741
C 3.783 17.859 -16.320
O 5.375 17.218 -14.659
H 3.021 15.914 -14.332
H 4.039 14.760 -15.118
H 2.887 15.579 -16.071
H 5.153 16.307 -16.597
H 4.349 18.673 -16.774
H 3.226 18.430 -15.577
H 3.083 17.748 -17.148
H 4.738 17.589 -14.044
C 7.632 16.434 -12.924
C 7.740 17.929 -12.958
C 6.480 18.572 -12.459
O 8.812 18.288 -12.145
H 7.675 16.184 -11.864
H 8.444 15.970 -13.483
H 6.688 16.020 -13.278
H 7.960 18.223 -13.984
H 6.026 18.173 -11.552
H 5.685 18.420 -13.189
H 6.649 19.644 -12.354
H 8.911 19.243 -12.174
C 4.159 17.864 -10.769
C 4.702 16.434 -11.105
C 3.869 15.421 -10.401
O 4.348 16.347 -12.519
H 3.073 17.811 -10.855
H 4.553 18.597 -11.472
H 4.428 18.239 -9.782
H 5.774 16.292 -10.963
H 2.799 15.473 -10.601
H 4.077 15.619 -9.349
H 4.117 14.392 -10.658
H 5.047 15.875 -12.977
C 6.478 12.451 -13.950
C 7.743 13.214 -13.762
C 8.582 13.420 -15.018
O 7.393 14.529 -13.355
H 6.761 11.399 -13.950
H 6.060 12.628 -14.941
H 5.628 12.560 -13.276
H 8.312 12.838 -12.912
H 9.309 12.617 -15.136
H 9.117 14.367 -14.953
H 7.984 13.450 -15.928
H 8.202 14.860 -12.960
C 6.887 15.810 -17.553
C 7.251 16.118 -16.165
C 8.712 16.299 -15.817
O 6.725 17.484 -16.018
H 5.806 15.775 -17.687
H 7.137 14.825 -17.948
H 7.306 16.453 -18.327
H 6.796 15.403 -15.480
H 9.261 16.791 -16.620
H 9.082 15.276 -15.747
H 8.926 16.906 -14.937
H 5.880 17.396 -15.572
C 7.612 14.442 -7.862
C 6.614 15.565 -8.304
C 7.049 16.530 -9.438
O 5.526 14.843 -8.690
H 8.566 14.927 -7.654
H 7.896 13.661 -8.568
H 7.311 13.949 -6.937
H 6.400 16.161 -7.418
H 7.133 16.002 -10.388
H 8.001 16.951 -9.115
H 6.287 17.301 -9.553
H 5.852 14.146 -9.265
C 12.535 17.191 -11.758
C 11.480 18.045 -12.385
C 12.043 19.116 -13.369
O 10.433 17.298 -12.968
H 12.195 16.641 -10.881
H 13.434 17.779 -11.575
H 12.867 16.338 -12.350
H 11.044 18.630 -11.575
H 11.250 19.679 -13.860
H 12.507 18.631 -14.228
H 12.698 19.940 -13.086
H 9.658 17.848 -13.105
```

Results
relative energy (zero: lowest compared OMol25 entry of this formula, charge and spin) = 2784.27 kJ/mol
E_HOMO = -8.40 eV
energy = -2493.519184 Ha
molecular weight = 708.93 Da

Results of the Mulliken charge analysis, in e, for atoms 1 through 5:
1. O -0.537
2. H 0.020
3. H 0.428
4. O -0.040
5. H 0.558

***

# 6
# CH6N2O

One molecule with the formula CH6N2O (wB97M-V/def2-TZVPD, OMol25).

Structure (XYZ):
```
10
CH6N2O (wB97M-V/def2-TZVPD)
C 1.309 -0.380 -0.100
N -0.008 0.285 0.135
O -1.096 -0.578 0.407
N -2.245 -0.006 -0.179
H 1.540 -1.164 0.546
H 1.039 -0.962 -1.130
H 2.136 0.292 -0.360
H 0.277 0.929 1.130
H -2.374 -0.186 -1.145
H -2.315 1.019 -0.017
```

Results
relative energy (zero: lowest compared OMol25 entry of this formula, charge and spin) = 497.31 kJ/mol
E_HOMO = -9.34 eV
energy = -226.278133 Ha
molecular weight = 62.07 Da
structure (SMILES) = CNON

Results of the Mulliken charge analysis, in e, for atoms 1 through 5:
1. C -0.724
2. N -0.341
3. O -0.142
4. N -0.377
5. H 0.315